Record 1
{
  "formula": "C25H43Cl3FeN5O4Si",
  "method": "ωB97M-V/def2-TZVPD",
  "elements": ["C", "C", "H", "H", "H", "C", "C", "H", "H", "H", "H", "Fe", "Cl", "Cl", "H", "H", "C", "C", "N", "H", "C", "O", "H", "H", "H", "H", "H", "H", "C", "C", "N", "H", "C", "O", "H", "H", "H", "H", "O", "C", "C", "C", "H", "C", "H", "C", "H", "C", "C", "H", "H", "H", "Si", "Cl", "C", "C", "C", "H", "H", "H", "H", "H", "H", "H", "H", "H", "C", "N", "C", "C", "C", "N", "C", "O", "N", "H", "H", "H", "H", "H", "H", "H"],
  "xyz": [[-2.09397, -2.50750, -5.05625], [-1.22405, -2.84175, -3.86868], [-2.39560, -3.43447, -5.56643], [-1.58622, -1.89931, -5.82117], [-2.99847, -1.98494, -4.71092], [-0.44412, -3.95290, -3.88948], [-0.46373, -5.02385, -4.93248], [0.15656, -4.21441, -3.03616], [0.03112, -4.80095, -5.89416], [-1.46544, -5.44086, -5.16443], [0.13070, -5.85763, -4.51685], [-0.02183, 2.05011, 0.57050], [-1.86682, 3.23934, 0.36633], [1.86843, 2.87313, -0.13420], [0.61456, 6.99431, 4.65442], [-1.50585, 7.53902, 4.03580], [0.83235, 6.28477, 3.86298], [-1.41018, 7.02613, 3.06121], [-0.40627, 5.97043, 3.18658], [1.23730, 5.36076, 4.26427], [-0.44755, 4.82236, 2.47441], [0.48351, 4.01178, 2.49941], [-2.37533, 6.55861, 2.77919], [-1.39602, 4.67828, 1.88890], [1.55213, 6.72047, 3.16582], [-1.12916, 7.78148, 2.29240], [2.47552, -1.40092, -3.85203], [2.34525, -3.83460, -3.90916], [3.14924, -1.31948, -2.99397], [3.29026, -3.76186, -3.34452], [3.19288, -2.63848, -2.40368], [2.78197, -0.58724, -2.27067], [3.46483, -2.76363, -1.07125], [3.54981, -1.81161, -0.29602], [3.45091, -4.69250, -2.78049], [3.55095, -3.83760, -0.78686], [4.14637, -1.00418, -3.32899], [4.12200, -3.60311, -4.04977], [-0.45957, -1.25729, -3.27664], [-1.44258, -1.98419, -2.61166], [0.23724, -2.97162, -1.05597], [-1.07247, -2.55462, -1.27445], [1.00383, -2.79454, -1.80359], [0.52992, -3.76295, 0.06424], [-2.39515, -1.42306, -2.56872], [-1.97627, -2.61185, -0.19730], [1.49307, -4.25695, 0.15317], [-0.40479, -3.93705, 1.07136], [-1.62787, -3.28019, 0.99196], [-2.97204, -2.17371, -0.28202], [-0.20625, -4.60172, 1.92544], [-2.32048, -3.31308, 1.83576], [-0.32521, 0.91260, -3.45300], [-0.41554, 0.34635, -0.68935], [1.46599, 1.20387, -3.75047], [-0.96745, 2.72329, -3.07778], [-1.57323, 0.53332, -4.75155], [2.01285, 1.28303, -2.80808], [1.63790, 2.14867, -4.27824], [1.88804, 0.41382, -4.36826], [-1.04538, -0.11118, -5.46433], [-1.94233, 1.40382, -5.29952], [-2.43436, 0.01682, -4.30043], [-2.01440, 2.74491, -2.72747], [-0.92128, 3.33698, -4.00424], [-0.34798, 3.23190, -2.31936], [-2.52934, 0.12289, 4.85557], [-1.29655, 0.03763, 4.05545], [-0.58664, -1.11852, 4.05006], [0.58111, -1.21151, 3.33029], [0.89826, -0.20474, 2.41884], [0.18275, 0.93387, 2.40309], [-0.90538, 1.13898, 3.27216], [-1.50963, 2.21321, 3.38234], [1.90375, -0.30237, 1.51429], [-2.63401, -0.77735, 5.48069], [-3.40810, 0.19829, 4.19637], [-2.50402, 1.00167, 5.52206], [-0.98274, -1.91601, 4.67816], [1.11901, -2.14444, 3.30202], [2.21108, 0.46067, 0.96445], [2.41158, -1.18853, 1.34826]],
  "lumo_ha": [0.0035, -0.0416],
  "homo_ev": [-6.74, -6.71],
  "multiplicity": 6,
  "orbital_gap_ev": [6.8, 5.6]
}

=====

Record 2
{
  "formula": "C25H43ClF3I2N3O8",
  "method": "ωB97M-V/def2-TZVPD",
  "elements": ["C", "C", "C", "C", "O", "C", "N", "C", "C", "C", "C", "O", "C", "O", "C", "C", "I", "C", "C", "I", "N", "C", "C", "O", "O", "C", "C", "O", "C", "C", "O", "C", "N", "C", "C", "C", "O", "C", "F", "F", "F", "H", "H", "H", "H", "H", "H", "H", "H", "H", "H", "H", "H", "H", "H", "H", "H", "H", "H", "H", "H", "H", "H", "H", "H", "H", "H", "H", "H", "H", "H", "H", "H", "H", "H", "H", "H", "H", "H", "H", "H", "H", "H", "H", "Cl"],
  "xyz": [[5.35753, -1.29768, 1.82936], [3.89605, -0.90031, 1.96407], [3.19487, -0.80254, 0.60296], [2.07479, 0.24138, 0.65281], [1.30245, 0.08372, 1.83999], [0.02048, -0.51596, 1.75527], [-0.55729, -0.15381, 3.02593], [0.24020, -2.04805, 1.54999], [-0.57999, -3.01514, 2.41713], [-0.68270, -4.41164, 1.79299], [-1.98473, -5.12515, 2.09202], [-3.09066, -4.40896, 1.52937], [-4.02513, -3.97372, 2.40648], [-5.13264, -4.38486, 2.42990], [-0.91150, 0.17066, 0.70111], [-2.13953, -0.76171, 0.43559], [-3.99002, 0.36761, 0.74044], [-2.21454, -1.92697, -0.59456], [-1.50512, -1.90972, -1.92256], [-4.27904, -2.36899, -1.04749], [-0.11130, 0.97273, -0.34227], [0.11411, 2.30784, 0.33328], [1.08505, 3.27095, -0.34125], [2.26977, 3.13208, -0.33204], [0.45745, 4.28159, -0.96093], [0.44310, 5.56743, -0.18058], [-0.52587, 5.57928, 0.91432], [1.16720, 6.38797, -0.54595], [-0.71987, 1.28000, -1.67071], [-2.11666, 1.88920, -1.75742], [-2.96023, 0.88345, -2.30069], [-2.12805, 3.12074, -2.65780], [-3.37606, 3.88951, -2.56256], [1.20932, 0.22245, -0.58993], [2.01061, 0.65213, -1.82640], [1.87250, -0.24180, -3.05955], [2.32810, 0.49933, -4.16844], [2.69413, -1.52605, -2.97978], [3.95921, -1.31650, -2.58574], [2.11619, -2.39829, -2.10284], [2.72505, -2.14090, -4.18351], [5.85019, -0.70935, 1.05928], [5.48266, -2.34214, 1.56132], [5.89374, -1.10610, 2.75254], [3.37905, -1.63578, 2.57240], [3.84300, 0.05653, 2.47370], [2.77849, -1.76672, 0.32732], [3.94645, -0.49770, -0.11467], [2.57203, 1.19922, 0.75396], [-1.53650, -0.38087, 3.11578], [-0.01752, -0.53819, 3.78747], [0.18028, -2.35521, 0.50953], [1.27301, -2.22233, 1.83209], [-0.05888, -3.14242, 3.36125], [-1.55851, -2.61593, 2.66046], [-0.58535, -4.37275, 0.70981], [0.14096, -5.02124, 2.15342], [-1.96232, -6.10042, 1.61752], [-2.10354, -5.28940, 3.16110], [-3.71007, -3.17302, 3.08456], [-1.37648, 0.93067, 1.31349], [-2.23042, -1.26855, 1.38456], [-1.95366, -2.83002, -0.06351], [-0.42851, -1.77956, -1.85303], [-1.64948, -2.87720, -2.39316], [-1.90364, -1.18535, -2.61902], [-0.84799, 2.79414, 0.40962], [0.43548, 2.14884, 1.35756], [-0.49266, 4.65096, 1.48126], [-1.53593, 5.70330, 0.53169], [-0.34819, 6.43360, 1.64488], [-0.07483, 2.00391, -2.15513], [-0.68714, 0.43374, -2.33430], [-2.49887, 2.23428, -0.79856], [-3.52893, 1.26343, -2.97687], [-2.01906, 2.78352, -3.69090], [-1.28602, 3.76925, -2.44800], [-3.25458, 4.65927, -1.91637], [-4.10550, 3.31931, -2.14893], [0.91081, -0.80562, -0.75879], [1.81317, 1.64954, -2.18383], [3.06485, 0.68000, -1.57822], [0.84851, -0.57320, -3.22175], [1.73370, 0.39089, -4.91362], [0.10104, 8.31339, 2.25213]],
  "lumo_ha": -0.0486,
  "homo_ev": -6.25,
  "multiplicity": 1,
  "orbital_gap_ev": 4.9
}

=====

Number 1: E_tot -122096.97774 eV. Number 2: E_tot -84344.50311 eV.